The following is a DFT calculation (ωB97M-V/def2-TZVPD) of a structure of composition C31H47CsN11OS at a distorted geometry.

Geometry (Å):
Cs: 3.4976 9.9907 19.0052
N: 2.0432 8.7020 16.2538
C: 1.1111 9.5494 15.5356
C: 0.0963 10.2100 16.4154
N: 0.6156 11.2363 17.3139
C: 1.0540 12.3675 16.5118
C: 2.5884 12.4505 16.4753
N: 2.9384 13.1567 17.7402
C: -0.3618 11.6599 18.2800
C: -0.7555 10.5531 19.2826
N: 0.3427 10.1498 20.1269
H: 1.5966 7.8981 16.7083
H: 2.7021 8.3291 15.5709
H: 1.7215 10.3490 15.0276
H: 0.5090 9.0200 14.7766
H: -0.7482 10.5703 15.8126
H: -0.3643 9.3680 16.9608
H: 0.5526 12.3275 15.5376
H: 0.6069 13.2209 17.0194
H: 2.9838 11.4315 16.5588
H: 2.9077 13.0014 15.5734
H: 3.9612 13.3180 17.8815
H: 2.5155 14.0902 17.8263
H: 0.0604 12.4811 18.8583
H: -1.2834 12.0106 17.8180
H: -1.5685 10.9605 19.8438
H: -1.2024 9.7089 18.7994
H: 0.4711 10.8107 20.9131
H: 0.0515 9.3072 20.5913
C: 2.5783 5.6203 20.2475
N: 2.7996 6.4433 21.4549
C: 3.9948 6.0518 22.1804
C: 5.2173 6.3886 21.4291
N: 5.3574 7.1905 20.3959
C: 6.7213 7.2277 20.1356
C: 7.3959 7.9474 19.1692
C: 8.7521 7.7442 19.0707
C: 9.4239 6.9152 20.0019
C: 8.7882 6.2165 21.0133
C: 7.4050 6.4179 21.0662
N: 6.3873 5.9435 21.9025
C: 1.3005 6.0478 19.6152
N: 1.0860 6.1614 18.3746
C: -0.2474 6.5800 18.2776
C: -0.9644 7.0030 17.1732
C: -2.2141 7.5582 17.4057
C: -2.8097 7.6445 18.6733
C: -2.1032 7.2487 19.7967
C: -0.7899 6.7339 19.6087
N: 0.2455 6.3653 20.4357
H: 2.4342 4.5495 20.5065
H: 3.3554 5.6542 19.4837
H: 2.9206 7.4336 21.2134
H: 3.9846 4.9921 22.4502
H: 4.0718 6.5917 23.1283
H: 6.8454 8.5705 18.5226
H: 9.3612 8.2070 18.2858
H: 10.4963 6.8115 19.8898
H: 9.2901 5.5027 21.6827
H: 6.3854 5.3214 22.6762
H: -0.6360 6.7903 16.1737
H: -2.8080 7.8556 16.5650
H: -3.7696 8.0897 18.7735
H: -2.5136 7.3034 20.8058
H: 0.3097 6.2157 21.4321
O: 6.0636 10.5606 17.1488
C: 6.7733 10.3146 16.1932
C: 6.1786 9.7726 14.8529
C: 6.4322 8.2985 14.5509
C: 7.8594 8.1125 13.9755
C: 8.9075 8.5335 14.9863
C: 9.0338 10.0341 15.2334
N: 8.0731 10.5828 16.1663
H: 6.6086 10.3664 14.0193
H: 5.1165 9.9149 14.9724
H: 5.7593 7.9459 13.7464
H: 6.2668 7.6800 15.4134
H: 7.8987 8.7396 13.0073
H: 7.9906 7.0708 13.6935
H: 9.8484 8.2176 14.6652
H: 8.6952 8.0159 15.9542
H: 9.0310 10.6451 14.2768
H: 10.0129 10.2371 15.6571
H: 8.3904 10.8682 17.0930
S: 4.2151 10.2828 24.2534
C: 2.5228 10.0580 24.4033
C: 1.9648 9.8550 23.1716
N: 2.8503 9.7693 22.1398
C: 4.0823 9.9655 22.5614
H: 2.0453 10.2658 25.3545
H: 0.8646 9.7532 22.9995
H: 4.9153 10.0577 21.8369

Forces on atoms 1 to 2 (eV/Å):
-0.252 -0.043 -0.261
0.463 -0.402 0.130

The HOMO energy is -0.391 Eh. As for the LUMO energy: -1.80 eV. The total charge is +1. The value obtained for the orbital gap is 8.83 eV.